A cluster of 2 separate species, CH7OP3 in total in a non-equilibrium geometry. Source: the OMol25 dataset; level of theory: ωB97M-V with the def2-TZVPD basis set.

Each line ends with the Mulliken charge.
Cartesian coordinates (Å):
C 0.066 0.347 -1.598  -1.10
O -2.024 2.093 0.789  -0.38
P 1.684 0.672 0.906  -0.18
P -0.195 -2.154 0.545  -0.22
P -0.210 -0.052 0.240  0.29
H 1.072 0.162 -1.837  0.40
H -0.538 -0.242 -2.130  0.40
H -0.195 1.371 -1.540  0.35
H 1.436 0.463 2.237  0.09
H 1.027 2.013 0.675  0.14
H -0.664 -2.287 1.958  0.12
H -1.461 -2.385 -0.247  0.11

Computed properties:
charge = 0
E = -1141.31733 Ha
largest force on an atom = 4.18 eV/Å
relative energy (zero: lowest compared OMol25 entry of this formula, charge and spin) = 573.5 kJ/mol